Entry 1:
Density functional theory data (ωB97M-V/def2-TZVPD) for one molecule with the formula C17H14O5.

- SMILES = COc1ccc(-c2coc3cc(OC)ccc3c2=O)c(O)c1
- calculated total energy (eV) = -28081.954
- HOMO energy (eV) = -7.540
- LUMO (Eh) = -0.01673
- Kohn-Sham gap (eV) = 7.084

Element x y z (Å)
C1 4.750396 1.701683 4.623954
O1 4.657640 0.654042 3.532997
C2 3.583463 0.671468 2.850029
C3 2.702422 1.657977 2.776868
C4 1.614518 1.463721 1.898148
C5 1.394478 0.204359 1.365067
C6 0.356513 0.103764 0.334565
C7 -1.065776 0.616644 1.000654
O2 -2.175370 0.272105 0.388018
C8 -2.285708 0.024360 -0.892703
C9 -3.590912 -0.228171 -1.259380
C10 -3.905596 -0.570138 -2.587885
O3 -4.884649 -0.564501 -3.356309
C11 -5.370646 -1.205492 -4.476808
C12 -2.675235 -1.027310 -3.345108
C13 -1.399240 -0.960223 -3.049425
C14 -1.179521 -0.606423 -1.522768
C15 0.194850 -0.396317 -0.997963
O4 1.217790 -1.071109 -1.492117
C16 2.492763 -0.649821 1.276336
O5 2.615702 -1.655957 0.371400
C17 3.493778 -0.244106 2.047429
H1 3.842380 1.769905 5.213428
H2 5.722841 1.652251 5.225061
H3 4.942744 2.588187 3.974975
H4 2.593022 2.516470 3.402665
H5 0.933756 2.005330 1.848134
H6 -0.953088 0.771666 1.885247
H7 -4.515875 0.105056 -0.766288
H8 -6.516093 -1.028990 -4.416967
H9 -4.780776 -0.670728 -5.331684
H10 -4.984812 -2.285076 -4.356805
H11 -2.731427 -1.504464 -4.354552
H12 -0.472855 -1.340721 -3.488052
H13 2.064488 -1.667712 -0.461973
H14 4.314035 -1.101729 2.141812

Forces on atoms 1 to 2 (eV/Å):
C 2.014 0.270 -2.469
O 4.386 1.265 5.963


Entry 2:
Density functional theory data (ωB97M-V/def2-TZVPD) for C17H15BCl3F5LaN10O4 as an isolated structure.

- calculated total energy (eV) = -93658.398
- HOMO energy (spin up / spin down) (eV) = -8.264 / -8.264
- LUMO (spin up / spin down) (Eh) = -0.01514 / -0.09025
- 2S+1 = 2
- Kohn-Sham gap (spin up / spin down) (eV) = 7.852 / 5.808

Element x y z (Å)
La1 0.762428 -1.352347 0.582592
C1 1.842805 2.875479 1.856327
C2 2.248706 1.705115 1.213023
N1 1.243148 1.195869 0.495624
N2 0.181832 2.024662 0.665338
C3 0.520043 3.028788 1.492380
B1 -1.218533 1.672809 0.060131
N3 -1.933231 0.723303 1.069763
C4 -3.139450 0.793232 1.668184
C5 -3.249098 -0.261817 2.552741
C6 -2.043564 -0.952832 2.430898
N4 -1.252989 -0.356603 1.541768
N5 -1.001452 0.933574 -1.304673
C7 -1.241525 1.403621 -2.541844
C8 -0.931833 0.409485 -3.451712
C9 -0.500864 -0.661585 -2.661384
N6 -0.540125 -0.337280 -1.369801
N7 -1.970579 2.966118 -0.230620
C10 -1.422070 4.129475 -0.682963
C11 -2.443788 4.949596 -1.075299
C12 -3.609429 4.186636 -0.836010
N8 -3.325966 2.993587 -0.340005
H1 2.426071 3.515806 2.497765
H2 3.208879 1.207315 1.226919
H3 -0.200192 3.782272 1.772198
H4 -3.834240 1.574005 1.404451
H5 -4.085154 -0.494310 3.192705
H6 -1.713525 -1.842935 2.945466
H7 -1.631448 2.399907 -2.698877
H8 -1.015745 0.448473 -4.526378
H9 -0.173614 -1.646778 -2.965242
H10 -0.352858 4.280756 -0.699386
H11 -2.370232 5.950567 -1.473589
H12 -4.643163 4.461759 -1.002911
N9 2.529831 0.150395 -2.401686
N10 2.989088 -1.059263 -2.401325
C13 3.466934 -1.711898 -1.095848
O1 4.276842 -2.566258 -1.310497
O2 2.965544 -1.170507 -0.080737
H13 2.950124 0.829804 -3.024555
H14 2.220579 0.490322 -1.482038
H15 3.452402 -1.373634 -3.247177
Cl1 0.455707 -5.214853 -2.864421
C14 -0.245741 -5.037791 -1.251161
Cl2 0.360143 -6.316637 -0.189606
Cl3 -2.010818 -5.113319 -1.367539
C15 0.141114 -3.677053 -0.582515
O3 0.994375 -2.932946 -1.145635
O4 -0.429606 -3.394171 0.491472
F1 1.111947 -1.068722 3.867855
C16 1.844543 -1.564965 2.780243
F2 3.146593 -1.129827 3.006680
C17 1.833757 -3.084677 2.899738
F3 2.572618 -3.676749 3.840304
F4 0.551847 -3.481683 3.064655
F5 2.232933 -3.601295 1.686210

Forces on atoms 1 to 2 (eV/Å):
La -0.419 0.593 0.404
C 0.059 0.032 0.061


Entry 3:
Density functional theory data (ωB97M-V/def2-TZVPD) for C17H15BrN3O5S3Sn as an isolated structure.

- calculated total energy (eV) = -140950.757
- net charge = +1
- HOMO energy (eV) = -10.251
- LUMO (Eh) = -0.21945
- Kohn-Sham gap (eV) = 4.280

Element x y z (Å)
Sn1 3.487420 -0.681356 1.326898
Br1 -9.108036 1.468086 1.669454
C1 -7.446932 1.696261 0.841847
C2 -7.314631 2.637150 -0.185086
C3 -6.092292 2.832975 -0.771769
C4 -4.984161 2.068225 -0.347894
C5 -5.144822 1.085462 0.663474
C6 -6.361180 0.919988 1.266263
N1 -3.778947 2.371596 -0.851748
N2 -2.732675 1.750511 -0.771011
C7 -1.561656 1.765621 -0.257931
C8 -1.284691 2.614807 0.895189
C9 -0.104325 2.572625 1.512422
C10 0.993870 1.715833 1.038458
O1 2.033924 1.631184 1.649929
C11 0.752038 0.935564 -0.210402
N3 1.779467 0.241448 -0.687646
C12 1.587859 -0.543532 -1.735932
C13 0.347299 -0.689806 -2.350964
C14 -0.716146 0.041348 -1.875943
C15 -0.513936 0.899709 -0.792730
H1 -8.177805 3.203377 -0.503982
H2 -5.960040 3.560988 -1.561088
H3 -4.288988 0.496091 0.970153
H4 -6.484219 0.198998 2.061924
H5 -2.088242 3.244717 1.257263
H6 0.091137 3.157653 2.401706
H7 2.457656 -1.083639 -2.084659
H8 0.230736 -1.369567 -3.182389
H9 -1.696607 -0.051963 -2.325902
C16 6.497191 -3.648445 0.264168
S1 6.850477 -1.911148 -0.061655
C17 6.401640 -1.922686 -1.813500
O2 5.722034 -1.152226 0.603738
H10 7.163086 -4.257955 -0.346104
H11 5.450113 -3.846504 0.039315
H12 6.691360 -3.832673 1.318494
H13 7.152371 -2.482389 -2.369877
H14 6.396059 -0.888100 -2.149654
H15 5.414951 -2.369824 -1.922585
O3 2.607909 -2.211182 3.007576
S2 1.525243 -2.487400 2.037410
O4 0.591463 -3.503225 2.386631
O5 0.953647 -1.195992 1.596373
S3 2.661385 -2.980605 0.351768

Forces on atoms 1 to 2 (eV/Å):
Sn 0.086 -0.623 0.087
Br 0.230 0.030 -0.125